Entry from OMol25: a molecular structure, C44H121N11O11 (the ωB97M-V functional and the def2-TZVPD basis).

The geometry in XYZ format:
```
187
C44H121N11O11 the ωB97M-V functional and the def2-TZVPD basis
C 4.2455 0.2091 5.7122
C 2.7401 -0.0712 5.8138
C 2.0544 -0.3031 4.4302
O 2.1396 0.9826 3.7824
C 1.6591 0.8724 2.4019
N 2.6584 -1.2229 6.7042
H 4.8376 -0.5716 5.2348
H 4.6480 0.3515 6.7151
H 4.3950 1.0308 5.0118
H 2.2497 0.7336 6.3614
H 1.0319 -0.6487 4.5824
H 2.5310 -1.1403 3.9202
H 1.7184 1.8699 1.9665
H 0.6119 0.5700 2.3874
H 2.2774 0.2281 1.7768
H 3.1920 -1.0164 7.5365
H 2.9596 -2.0172 6.1579
C 2.7793 8.7879 3.5162
C 3.3730 7.5827 2.6695
C 2.3291 6.4891 2.4214
O 2.8000 5.2394 1.8148
C 1.8376 4.3148 1.4809
N 3.5825 8.1300 1.3717
H 2.6307 8.4049 4.5258
H 1.7948 8.9917 3.0951
H 3.3667 9.6968 3.3865
H 4.3183 7.2166 3.0702
H 1.5366 6.8967 1.7937
H 1.9335 6.2439 3.4070
H 0.9719 4.6943 0.9381
H 1.5423 3.8237 2.4081
H 2.2200 3.5314 0.8266
H 3.9324 7.4961 0.6676
H 4.2884 8.8505 1.4240
C 3.1636 -1.5175 2.3127
C 3.6380 -2.9394 2.0218
C 2.4468 -3.7141 1.5104
O 1.5987 -4.0094 2.6054
C 0.2765 -4.3218 2.3007
N 4.7087 -2.9132 1.0800
H 3.9537 -0.9562 2.8115
H 2.2813 -1.5075 2.9527
H 2.7793 -1.0554 1.4033
H 4.0766 -3.5271 2.8282
H 2.7239 -4.6745 1.0758
H 1.9153 -3.1211 0.7661
H 0.2568 -5.3119 1.8453
H -0.2211 -3.5109 1.7688
H -0.3104 -4.5074 3.2002
H 4.8445 -3.8453 0.7156
H 4.3407 -2.4032 0.2896
C -1.6071 -2.9748 -3.0777
C -0.1807 -3.3311 -3.2929
C 0.7324 -2.7740 -2.2231
O 0.5612 -1.3283 -2.1670
C 1.1833 -0.6015 -3.2415
N -0.0649 -4.7365 -3.4927
H -1.8751 -3.1721 -2.0397
H -2.3195 -3.4065 -3.7807
H -1.7225 -1.8973 -3.1947
H 0.1099 -2.8672 -4.2354
H 1.7800 -3.0149 -2.4038
H 0.3951 -3.2360 -1.2953
H 0.4664 -0.4908 -4.0550
H 2.0563 -1.1243 -3.6323
H 1.6754 0.3202 -2.9311
H -0.6019 -5.2518 -2.8099
H 0.8832 -5.0726 -3.4022
C -2.7014 -1.9741 1.3968
C -2.0609 -3.2027 0.8250
C -3.0165 -4.4590 1.0380
O -2.3785 -5.7372 0.8763
C -3.3037 -6.8194 0.6262
N -1.7028 -2.9656 -0.5959
H -2.2331 -1.0377 1.0937
H -2.7200 -1.9996 2.4863
H -3.7270 -1.7692 1.0901
H -1.1121 -3.3390 1.3440
H -3.8344 -4.3156 0.3319
H -3.3700 -4.5239 2.0670
H -4.1312 -6.8537 1.3347
H -2.8189 -7.7882 0.7463
H -3.6685 -6.8240 -0.4009
H -1.5118 -3.8871 -0.9625
H -2.5754 -2.7450 -1.0541
C -4.8418 0.2349 0.1351
C -3.6494 1.2234 0.1977
C -2.7225 0.9825 1.4157
O -1.6392 1.9361 1.4300
C -0.8226 1.8749 2.6287
N -2.7461 1.0247 -0.8748
H -4.6244 -0.7747 -0.2135
H -5.4986 0.5820 -0.6627
H -5.3725 0.1101 1.0789
H -3.9126 2.2794 0.2586
H -2.3547 -0.0421 1.3625
H -3.3056 1.1180 2.3266
H -0.0848 2.6754 2.5740
H -0.2396 0.9541 2.6465
H -1.4271 1.9353 3.5337
H -2.0319 1.7255 -0.7375
H -2.3845 0.0833 -0.8190
C 5.6530 -3.0094 -1.8933
C 4.1675 -3.1808 -1.7145
C 3.4628 -1.9199 -1.4866
O 3.7582 -1.2096 -0.3050
C 3.1051 0.0315 -0.2218
N 3.7458 -3.9258 -2.9017
H 5.8271 -2.2837 -2.6878
H 6.2077 -3.8851 -2.2300
H 6.1774 -2.5816 -1.0388
H 3.9532 -3.7571 -0.8144
H 2.3844 -2.0762 -1.5134
H 3.6047 -1.2829 -2.3596
H 3.2639 0.7305 -1.0429
H 3.5611 0.5440 0.6253
H 2.0315 -0.0773 -0.0681
H 4.3072 -4.7465 -3.0794
H 3.8838 -3.3897 -3.7465
C -6.6462 -2.4527 -0.1929
C -6.1709 -2.6693 -1.6473
C -4.7423 -3.4582 -1.6525
O -3.7057 -2.6070 -1.1232
C -3.4544 -1.4253 -1.8122
N -7.1212 -3.4653 -2.4193
H -6.1559 -1.5862 0.2508
H -6.4234 -3.3146 0.4361
H -7.7055 -2.1966 -0.2105
H -6.0025 -1.6989 -2.1142
H -4.3550 -3.7865 -2.6171
H -4.7336 -4.3387 -1.0101
H -4.2430 -0.6861 -1.6716
H -3.3780 -1.5208 -2.8953
H -2.4939 -1.0156 -1.4999
H -7.1101 -3.2608 -3.4083
H -8.0826 -3.1824 -2.2930
C 0.2249 -1.6707 0.6122
C -0.5788 -0.5370 -0.0491
C 0.2736 0.6174 -0.5326
O 1.1017 1.2104 0.5016
C 1.9294 2.2720 0.0085
N -1.3402 -1.0624 -1.1530
H 0.7037 -2.3458 -0.0970
H -0.4055 -2.3547 1.1805
H 1.0015 -1.2990 1.2807
H -1.2076 -0.0996 0.7263
H -0.3785 1.4387 -0.8297
H 0.9069 0.2159 -1.3237
H 1.2960 3.1218 -0.2459
H 2.4615 1.9997 -0.9030
H 2.6246 2.5696 0.7935
H -0.8127 -1.4231 -1.9351
H -1.7987 -1.8782 -0.7729
C -3.7255 1.3350 -3.1426
C -2.8195 0.7071 -4.1805
C -1.3872 0.8000 -3.6776
O -0.8386 2.1068 -3.7963
C 0.1065 2.4352 -2.7385
N -3.1884 -0.6772 -4.4074
H -3.2836 2.3128 -2.9514
H -3.7368 0.7373 -2.2311
H -4.7627 1.4520 -3.4569
H -2.9395 1.2948 -5.0907
H -0.7042 0.2155 -4.2940
H -1.1869 0.3839 -2.6903
H 0.8282 3.1758 -3.0833
H 0.6194 1.5312 -2.4100
H -0.3800 2.7726 -1.8233
H -4.0805 -0.6977 -4.8806
H -3.2988 -1.2112 -3.5573
C 2.5002 5.5658 -0.9722
C 1.2211 6.0119 -1.6908
C -0.0644 5.6824 -0.9015
O -0.1546 4.2805 -0.7300
C -1.1408 3.9311 0.1525
N 1.3729 7.4374 -1.9394
H 2.5595 6.1629 -0.0622
H 3.3881 5.8289 -1.5471
H 2.3935 4.5154 -0.7015
H 1.1050 5.4677 -2.6281
H -0.9163 5.9944 -1.5057
H -0.1030 6.2029 0.0554
H -1.0561 2.8494 0.2568
H -2.1141 4.1346 -0.2942
H -1.0558 4.3423 1.1583
H 2.3341 7.7056 -2.0957
H 1.3295 7.9885 -1.0942
```

Results
Lowest unoccupied orbital energy   0.5 eV
Frontier orbital gap   0.2836 Eh
DFT total energy   -3177.25257 hartree
Energy relative to the best compared isomer or geometry (same formula, charge and spin)   41.788 eV